17
Properties=species:S:1:pos:R:3:forces:R:3 method="wB97M-V/def2-TZVPD" de_lowest_kj_mol=316.0 spin_multiplicity=1 max_force_ev_per_a=2.5 e_tot_ha=-686.8425 smiles=C#C[C@]1(CS)N[C@H]1C total_charge=0 gap_ev=10.0 homo_ev=-9.3
C -0.94020 2.92937 -0.00346 0.1 -0.8 0.2
C -0.67443 1.77579 0.25596 -0.3 1.2 -0.5
C -0.29642 0.36593 0.21246 0.5 1.4 0.3
C -1.15068 -0.41493 -0.67648 -1.2 -1.9 -1.0
S -2.79723 -0.75559 0.18127 1.0 -0.6 0.0
N 0.14427 -0.28541 1.42920 0.0 -1.1 0.6
C 1.14518 0.07043 0.43813 1.2 1.6 0.5
C 1.93956 -0.91196 -0.36864 0.6 -1.2 -0.3
H -1.18895 3.94371 -0.26734 0.1 -0.5 0.3
H -1.39911 0.11789 -1.60179 0.0 0.0 0.3
H -0.68503 -1.39114 -0.99598 -0.5 0.9 0.5
H -2.29633 -1.61838 1.13981 -0.4 0.7 -0.7
H -0.09105 -1.28822 1.29966 0.3 0.7 0.3
H 1.72744 0.99962 0.77776 -0.8 -1.5 -0.6
H 1.88528 -0.67639 -1.43576 -0.2 -0.1 0.0
H 1.65509 -1.99494 -0.23067 0.0 1.1 -0.1
H 3.02261 -0.86577 -0.15412 -0.5 0.1 0.3